The following is a quantum chemistry calculation of a 5-piece molecular cluster, C39H88F3N2O18P4 overall at a distorted geometry, from the Open Molecules 2025 dataset.

Calculated values
**LUMO**: -2.53 eV
**Orbital gap**: 8.51 eV
**Multiplicity**: 1
**Net charge**: +1

Geometry (Å):
1 H -0.037 9.918 0.778
2 O 2.681 -8.368 -3.655
3 P -2.264 11.560 -3.562
4 C -3.749 -6.498 -3.500
5 C 2.641 -4.288 6.774
6 H 2.789 -3.857 7.765
7 N 0.884 -5.271 -0.246
8 C -4.918 12.220 -5.352
9 C 1.671 -4.513 -1.134
10 H 2.407 -5.746 -3.760
11 H -4.770 -4.117 -3.696
12 H -5.980 12.129 -5.583
13 C -1.999 14.180 -3.284
14 H -2.287 -5.310 -2.384
15 C -4.201 -0.269 0.294
16 H -1.255 -0.460 6.022
17 H 0.576 -5.087 -5.799
18 H 5.917 -8.633 4.218
19 H 1.330 9.219 1.672
20 O -1.475 0.999 1.528
21 H 1.194 -2.367 3.298
22 H -4.596 -1.283 0.202
23 C -4.031 0.092 1.757
24 C -3.371 -5.363 -2.512
25 H -4.417 -6.181 -4.298
26 C 0.570 -6.746 -2.992
27 H -1.955 -3.319 -3.108
28 O -2.898 10.907 -4.908
29 P -1.474 -0.121 2.502
30 H -0.300 -8.527 -3.596
31 H 4.191 -6.782 0.906
32 H -3.621 -0.036 5.206
33 H 5.579 -4.523 2.447
34 H -4.767 10.426 -4.150
35 H -0.286 10.708 -1.859
36 C -2.902 -3.087 -3.595
37 H 1.707 8.644 4.748
38 C 5.079 -6.229 1.212
39 O -0.709 -1.347 1.747
40 H -1.333 3.777 2.844
41 P 4.450 -6.176 4.430
42 H 5.719 -6.918 1.769
43 H 1.253 -9.702 -4.297
44 F 3.530 -10.278 -2.885
45 H 0.955 7.589 6.945
46 H -3.780 -5.575 -1.526
47 C 0.895 -3.635 -2.092
48 C 0.108 10.559 -2.865
49 H 0.684 8.531 -2.404
50 H -4.308 -7.235 -2.917
51 O -2.573 10.604 -2.469
52 H 3.513 -9.075 6.066
53 O -1.093 6.325 3.910
54 O 1.216 7.013 3.638
55 C 1.000 7.814 4.799
56 H 3.134 -3.656 6.036
57 H -2.966 -8.086 -4.664
58 H -1.997 15.081 -3.894
59 H -0.638 15.040 -1.852
60 H -0.712 0.914 5.066
61 C 3.162 -5.710 6.724
62 P -0.030 6.273 2.875
63 H 2.566 -1.508 2.568
64 H 0.773 8.944 -4.122
65 H -4.523 10.176 -5.877
66 O -3.002 -0.693 2.360
67 H 4.976 -8.189 6.475
68 H 4.550 -9.672 3.828
69 O -0.676 11.259 -3.827
70 H -2.065 -7.718 -3.155
71 H 1.341 -0.626 3.486
72 H -0.321 -6.397 -2.480
73 C -0.744 14.125 -2.434
74 C 0.195 9.085 -3.207
75 H -0.295 9.132 2.337
76 H 1.750 -8.501 -5.440
77 H 0.097 2.758 2.695
78 H 2.523 -6.357 7.329
79 O 5.300 -5.181 5.128
80 H -4.895 0.417 -0.195
81 F 3.625 -8.493 -1.695
82 C 4.851 -8.793 4.396
83 O 4.102 -7.677 3.858
84 O 0.511 4.740 2.881
85 H -0.111 -3.986 -3.982
86 H -3.833 1.156 1.880
87 C 0.878 -5.957 -5.222
88 H 0.139 13.995 -3.059
89 H 1.392 -2.665 -2.111
90 H -0.300 -7.620 -6.074
91 C -2.856 0.739 5.237
92 C 1.243 7.015 6.063
93 H 1.205 -7.046 -2.161
94 H -0.996 7.591 0.516
95 H -2.042 -6.269 -5.867
96 H 4.138 -4.319 1.452
97 H 1.573 -4.270 6.547
98 H 0.552 3.770 0.418
99 O 3.829 -5.392 3.146
100 H 5.620 -5.904 0.323
101 O 0.626 6.648 1.417
102 H -0.981 2.885 0.494
103 H 2.301 6.760 6.149
104 C 0.697 -1.251 1.515
105 O -2.098 13.063 -4.199
106 H -0.774 13.284 -1.735
107 C 1.332 -5.624 -3.721
108 H -0.110 -3.440 -1.716
109 H -0.788 8.651 -3.386
110 H -4.375 -3.515 -2.076
111 H 1.107 11.000 -2.884
112 N 0.329 -7.820 -3.976
113 H 0.563 7.792 -0.277
114 H 0.948 -2.037 0.799
115 H -2.890 14.210 -2.652
116 C -3.976 -4.008 -2.961
117 C 4.691 -5.033 2.063
118 H 0.311 -4.685 0.351
119 H 4.167 -5.777 7.139
120 C 1.531 -8.652 -4.390
121 H 0.939 -0.290 1.051
122 H -2.956 1.301 6.165
123 H -3.052 1.425 4.407
124 C 0.068 7.768 0.691
125 H -0.966 4.649 0.539
126 C -1.471 0.132 5.135
127 H 5.061 -9.932 6.213
128 C 0.281 9.087 1.409
129 H -1.529 -5.451 -4.418
130 C -4.320 10.857 -5.050
131 O -1.342 -0.763 3.999
132 C -0.441 3.748 0.868
133 H 1.696 -6.368 -5.823
134 H -2.839 -3.229 -4.674
135 C 2.864 -9.171 -2.554
136 C -1.588 -6.430 -4.889
137 O 2.874 -4.643 -1.111
138 H -3.101 -2.033 -3.410
139 F 1.713 -9.483 -1.942
140 C 0.865 -4.178 -3.546
141 C -0.343 3.704 2.384
142 H -4.954 -0.124 2.299
143 C 1.500 -1.452 2.789
144 H -4.813 12.893 -4.497
145 H 0.690 6.076 6.054
146 C -0.201 -7.059 -5.148
147 C -2.541 -7.293 -4.044
148 H 1.557 -3.567 -4.126
149 H -4.409 12.685 -6.195
150 O 3.126 -6.221 5.389
151 C 4.583 -9.013 5.873
152 H -3.249 -0.247 -0.235
153 H 0.000 8.247 4.794
154 H 1.474 -5.893 0.293

The following is a quantum chemistry calculation of a 10-piece molecular cluster, C39H88F8N10O19S8 overall at a distorted geometry, from the Open Molecules 2025 dataset.

Calculated values
**LUMO**: -8.17 eV
**Orbital gap**: 4.50 eV
**Multiplicity**: 1
**Net charge**: +2

Geometry (Å):
1 H 3.229 0.786 -8.231
2 H -4.694 4.266 5.593
3 F -3.227 0.378 4.916
4 F -2.357 -3.165 -1.904
5 H 4.897 -6.235 1.483
6 C -8.320 -5.304 -1.341
7 C -4.443 -6.249 0.712
8 H -3.381 4.195 1.519
9 O -3.793 -1.905 -3.480
10 H -4.917 3.208 1.149
11 C 3.008 9.116 -0.909
12 C 8.921 -5.145 0.072
13 C 5.771 -3.725 2.035
14 O -0.025 3.568 5.042
15 C 1.621 4.320 2.121
16 H -3.628 2.914 3.689
17 H 3.005 6.084 -1.701
18 H 1.088 -0.107 -7.770
19 H 3.651 4.008 -0.438
20 O -6.176 -0.702 1.597
21 C -5.628 4.157 5.042
22 H 0.094 6.072 -1.229
23 H 2.402 9.976 -1.194
24 H 2.260 6.315 1.670
25 C 0.896 3.423 -5.344
26 C -6.891 -5.368 -0.829
27 C 2.479 1.774 -4.199
28 O 1.036 0.482 1.079
29 H -6.222 5.018 5.349
30 H 9.462 -5.243 -0.870
31 C 2.845 6.470 -0.695
32 O -0.699 1.092 -2.685
33 H -7.263 -4.382 1.211
34 H 1.748 -0.850 -6.353
35 C 2.892 0.855 -7.196
36 H 5.482 -6.363 -0.122
37 H 1.221 6.733 -5.332
38 H 3.071 0.911 -4.504
39 H 5.147 -4.262 2.749
40 H 9.738 -2.717 -0.869
41 H 3.748 8.918 -1.684
42 H -5.395 -3.126 0.252
43 H 0.793 -1.850 -2.075
44 C 8.109 -3.745 0.019
45 H 5.505 -2.672 1.943
46 N -0.062 -1.282 -0.218
47 H -2.970 -4.542 3.045
48 H 3.681 0.351 -6.637
49 H -3.396 -6.217 1.012
50 S 0.764 -3.764 2.789
51 C -1.245 0.166 1.451
52 N -2.565 2.627 4.885
53 H -5.942 -3.841 2.882
54 O -5.461 5.317 2.980
55 O -8.189 0.082 4.651
56 H 0.314 0.649 -5.099
57 N 6.669 -3.976 -0.365
58 C 5.573 -4.357 0.655
59 F -8.556 2.126 3.877
60 S -2.510 -1.740 -2.865
61 H 2.374 3.036 -7.396
62 N 0.147 -3.403 1.392
63 H 7.651 -4.610 2.787
64 S -7.743 0.783 3.440
65 H 1.126 4.961 -2.011
66 H 2.752 2.558 1.640
67 H 3.129 2.553 -3.799
68 O -8.426 0.605 2.188
69 N -6.228 1.249 3.494
70 H 0.025 1.626 -6.589
71 C 0.030 -0.199 0.813
72 H -5.089 2.351 3.248
73 H -4.217 -4.031 -0.655
74 H 1.476 7.740 -1.733
75 H -4.984 -7.068 1.186
76 H -2.167 0.077 0.877
77 H 1.347 7.851 -0.088
78 H -9.110 -6.005 -1.070
79 F -1.814 4.768 4.591
80 O 6.433 -4.185 -1.712
81 C -5.244 4.285 3.591
82 N 1.736 2.147 -5.466
83 C -5.166 -4.540 2.571
84 H 3.685 -4.676 -0.602
85 O 1.331 -5.769 0.320
86 H -6.881 -6.144 1.236
87 O -2.880 0.705 -3.757
88 H -0.135 5.832 -4.721
89 S 0.142 -5.045 0.864
90 H -2.458 -3.771 1.115
91 H 0.203 3.549 -6.176
92 H 9.760 -5.112 0.767
93 H -6.271 -4.679 -1.404
94 H -6.218 3.260 5.230
95 H 1.612 1.476 -3.609
96 H 8.320 -1.616 -0.819
97 O 2.020 -4.468 2.603
98 H -1.329 -0.437 2.355
99 O -5.663 -1.465 3.905
100 C -4.508 -3.751 0.357
101 H 2.039 -1.507 -0.672
102 N -2.283 -0.791 -1.711
103 C 2.625 3.935 -0.078
104 C 5.704 -5.891 0.835
105 C 0.759 1.081 -5.995
106 C 1.143 -1.247 -1.237
107 C 1.493 5.605 1.361
108 H 1.298 -0.222 -1.575
109 H 3.268 -3.825 0.710
110 H 9.067 -2.719 1.650
111 C 8.660 -2.634 -1.007
112 H -8.711 -4.350 -0.986
113 H -6.643 -6.379 -1.151
114 H 6.610 -6.241 1.329
115 S -5.805 -0.349 2.957
116 H 2.561 4.801 -5.910
117 C 8.041 -2.975 1.386
118 S -1.978 1.326 5.389
119 H -1.097 1.189 1.797
120 S -2.079 0.577 -2.602
121 H 3.836 6.484 -0.241
122 H 1.792 4.468 3.187
123 F 1.120 -2.205 3.148
124 H -0.976 -1.064 -0.588
125 C 1.600 0.117 -6.834
126 C 0.952 5.907 -4.674
127 H -3.244 -2.274 1.374
128 H -3.996 -3.203 3.476
129 C 2.119 7.820 -0.857
130 C -3.794 -3.925 2.685
131 O -0.116 -4.093 3.881
132 H 4.198 -3.058 -0.574
133 C 2.702 3.618 1.391
134 O -0.806 0.818 4.739
135 H 0.674 3.803 1.970
136 H 2.544 4.522 -4.353
137 H 2.073 3.273 -0.745
138 F -4.209 0.142 2.695
139 H 1.067 6.187 -3.626
140 H 3.701 2.638 -6.320
141 H 8.208 -5.963 0.171
142 H -8.483 -5.161 -2.410
143 H -5.151 -5.475 3.132
144 C -3.958 3.281 1.661
145 O -0.815 -5.871 1.608
146 H -0.031 4.357 -0.743
147 F -0.581 -4.647 -0.522
148 H -3.304 2.415 1.558
149 N -4.427 3.099 3.099
150 C 0.650 5.151 -1.049
151 H 8.472 -2.898 -2.048
152 H 7.586 -2.012 1.154
153 C 2.734 2.291 -6.686
154 C -6.719 -5.194 0.728
155 H -4.558 -6.624 -0.305
156 O -1.576 4.276 6.839
157 C 1.803 4.665 -5.139
158 O -2.116 1.110 6.854
159 O -1.364 -1.983 -3.770
160 H 3.679 3.912 1.774
161 N -5.221 -4.899 1.029
162 H -0.166 -2.156 0.277
163 H 0.523 6.100 1.402
164 H 3.619 9.310 -0.027
165 N 1.917 5.306 -0.091
166 H 0.257 3.101 -4.521
167 S -1.347 3.616 5.547
168 C -3.433 -3.348 1.355
169 C 7.230 -3.635 2.539
170 H 7.310 -3.112 3.492
171 F -2.720 1.613 -1.496
172 C 4.138 -3.940 0.063